{
  "formula": "C40H109N7O11",
  "method": "ωB97M-V with the def2-TZVPD basis set",
  "de_lowest_ev": 1.638,
  "charge": 0,
  "smiles": "COC[C@H](C)N.COC[C@H](C)N.COC[C@H](C)N.COC[C@H](C)N.COC[C@H](C)N.COC[C@H](C)N.COC[C@H](C)N.CC(C)O.CC(C)O.CC(C)O.CC(C)O",
  "homo_lumo_gap_ev": 9.41,
  "species": ["C", "O", "C", "C", "C", "N", "H", "H", "H", "H", "H", "H", "H", "H", "H", "H", "H", "C", "O", "C", "C", "C", "N", "H", "H", "H", "H", "H", "H", "H", "H", "H", "H", "H", "C", "O", "C", "C", "C", "N", "H", "H", "H", "H", "H", "H", "H", "H", "H", "H", "H", "C", "O", "C", "C", "C", "N", "H", "H", "H", "H", "H", "H", "H", "H", "H", "H", "H", "C", "O", "C", "C", "C", "N", "H", "H", "H", "H", "H", "H", "H", "H", "H", "H", "H", "C", "O", "C", "C", "C", "N", "H", "H", "H", "H", "H", "H", "H", "H", "H", "H", "H", "C", "O", "C", "C", "C", "N", "H", "H", "H", "H", "H", "H", "H", "H", "H", "H", "H", "C", "C", "C", "O", "H", "H", "H", "H", "H", "H", "H", "H", "C", "C", "C", "O", "H", "H", "H", "H", "H", "H", "H", "H", "C", "C", "C", "O", "H", "H", "H", "H", "H", "H", "H", "H", "C", "C", "C", "O", "H", "H", "H", "H", "H", "H", "H", "H"],
  "positions_angstrom": [[-5.33027, -2.27170, 4.91974], [-5.70721, -1.16497, 4.09162], [-6.96887, -1.42260, 3.59763], [-7.56060, -0.08069, 3.21736], [-6.60611, 0.75797, 2.39346], [-7.96393, 0.73460, 4.35290], [-4.24625, -2.36048, 5.16398], [-5.60528, -3.20295, 4.50631], [-5.73426, -2.06020, 5.91299], [-6.88393, -2.19691, 2.82650], [-7.61863, -1.94288, 4.35789], [-8.47048, -0.29282, 2.63611], [-7.07508, 1.73046, 2.14347], [-6.31303, 0.21419, 1.53485], [-5.65846, 0.94390, 2.94276], [-8.70236, 0.39119, 4.93832], [-7.13490, 0.84094, 4.97277], [3.74191, 3.56705, 0.16544], [4.85711, 3.26417, -0.67243], [4.46873, 2.97930, -2.01565], [5.74596, 2.92535, -2.84810], [6.32957, 4.30166, -3.03913], [5.48954, 2.33398, -4.17978], [4.12544, 4.06906, 1.05792], [3.24515, 2.63361, 0.45931], [3.02937, 4.27048, -0.29648], [3.84180, 2.08187, -2.14890], [3.89011, 3.81948, -2.42086], [6.33547, 2.21217, -2.35383], [7.35691, 4.25316, -3.51021], [6.41969, 4.78801, -2.03967], [5.65420, 4.98993, -3.61375], [4.79221, 1.64425, -4.18126], [5.26165, 3.03050, -4.92059], [-5.00183, -3.61161, -3.20224], [-4.12383, -2.97535, -2.26283], [-4.14104, -1.55667, -2.45771], [-3.21894, -0.98283, -1.37239], [-3.95451, -0.77836, -0.08687], [-2.44731, 0.18057, -1.82090], [-4.74976, -3.26434, -4.19101], [-6.05533, -3.41143, -3.06504], [-4.80878, -4.68775, -3.08927], [-3.68342, -1.34327, -3.46255], [-5.19995, -1.25097, -2.33726], [-2.42530, -1.74665, -1.29279], [-4.65006, 0.01938, -0.16283], [-3.39170, -0.61984, 0.80761], [-4.53626, -1.68547, 0.15638], [-1.71738, 0.36563, -1.13817], [-2.99365, 1.01444, -1.84907], [-0.56258, -3.89976, -2.92972], [0.19690, -2.75004, -3.21477], [-0.25765, -2.05517, -4.34724], [0.75626, -0.93792, -4.69264], [1.28587, -0.19792, -3.43227], [0.07232, 0.00150, -5.61670], [-0.39354, -4.25422, -1.90843], [-0.29788, -4.70238, -3.65930], [-1.64013, -3.72654, -3.09733], [-0.39647, -2.77573, -5.12950], [-1.20496, -1.59816, -4.12410], [1.58710, -1.36826, -5.23491], [2.00333, 0.56387, -3.73457], [1.70397, -0.92860, -2.76887], [0.43490, 0.26580, -2.89829], [-0.51028, -0.55146, -6.22347], [-0.65375, 0.51354, -5.07763], [-3.65090, 2.73902, 1.90190], [-3.12174, 2.25147, 3.11028], [-2.51849, 1.01333, 2.88469], [-1.66207, 0.56418, 4.10276], [-2.47249, 0.27681, 5.41207], [-0.54727, 1.52490, 4.38141], [-4.06166, 3.72886, 2.19609], [-4.34117, 2.01146, 1.47154], [-2.91136, 2.97605, 1.15229], [-3.35359, 0.24291, 2.76640], [-1.94907, 1.05707, 1.92580], [-1.17248, -0.36887, 3.82443], [-3.29282, -0.40999, 5.23970], [-2.76204, 1.22012, 5.88623], [-1.82513, -0.27285, 6.04244], [-0.87039, 2.35922, 4.92625], [0.05959, 0.98398, 5.02277], [5.37116, 1.20795, 2.04138], [4.88798, 0.46146, 0.94762], [5.87472, -0.19246, 0.11553], [5.19987, -0.73081, -1.16034], [4.40237, -2.03124, -0.86615], [6.28442, -0.79625, -2.13702], [4.71520, 2.05565, 2.16182], [6.32172, 1.67378, 1.78015], [5.48429, 0.61462, 2.95762], [6.66950, 0.51336, -0.20266], [6.39971, -1.04287, 0.66379], [4.54467, 0.10293, -1.58332], [3.72019, -2.33704, -1.71408], [3.73340, -1.80295, -0.01353], [4.92177, -2.96400, -0.55620], [7.00237, -1.49939, -1.87275], [5.86788, -1.04533, -3.05278], [-0.07718, 2.43840, -0.77508], [-0.14956, 1.29478, 0.07006], [1.06656, 0.86164, 0.61767], [0.81340, -0.52235, 1.17131], [1.82203, -0.91366, 2.22680], [0.70326, -1.53052, 0.09229], [-1.09015, 2.66484, -0.98130], [0.55383, 2.16077, -1.68692], [0.34223, 3.23050, -0.22947], [1.84948, 0.72532, -0.12615], [1.32856, 1.50352, 1.50215], [-0.15125, -0.33026, 1.64065], [1.56470, -1.83625, 2.68075], [1.81369, -0.13042, 3.00274], [2.85903, -0.85436, 1.79594], [-0.09482, -1.29904, -0.44511], [1.52000, -1.37579, -0.45784], [2.95665, -5.10141, 1.50870], [1.94236, -4.99531, 0.39856], [1.59683, -6.37793, -0.14604], [0.71028, -4.39087, 0.89768], [2.66948, -5.80192, 2.31712], [3.09090, -4.15100, 1.99931], [3.94455, -5.46579, 1.14419], [2.40179, -4.34277, -0.38698], [2.52621, -6.92899, -0.38520], [0.96571, -6.36614, -1.01042], [1.12818, -7.06945, 0.54448], [0.82026, -3.45268, 0.66732], [-2.55304, -3.41867, 2.22239], [-2.74644, -4.31857, 0.99305], [-2.22360, -5.77756, 1.32415], [-4.14340, -4.39873, 0.65121], [-2.93107, -2.39674, 2.04667], [-1.47644, -3.43546, 2.47402], [-3.02627, -3.81259, 3.13738], [-2.13062, -3.96719, 0.10322], [-2.54176, -6.05189, 2.33910], [-1.12259, -5.77024, 1.29875], [-2.69011, -6.47334, 0.63517], [-4.53219, -3.47632, 0.58006], [2.50658, 4.73797, -5.33811], [1.59941, 3.53282, -5.13222], [0.23092, 3.91891, -4.73684], [1.63382, 2.76507, -6.32306], [3.54014, 4.43973, -5.58255], [2.48822, 5.32269, -4.38968], [2.20873, 5.37089, -6.14653], [2.00713, 3.02207, -4.26082], [-0.18485, 4.53550, -5.53909], [0.32716, 4.40149, -3.73428], [-0.45779, 3.08083, -4.70446], [1.10313, 2.00875, -6.06247], [2.45207, 4.39685, 3.96746], [1.21645, 4.85650, 3.18536], [1.30129, 6.08130, 2.39642], [0.73417, 3.83557, 2.29539], [3.23711, 4.33297, 3.24527], [2.39350, 3.41457, 4.34495], [2.76538, 5.05132, 4.76339], [0.39121, 5.02810, 3.96751], [1.84552, 5.85746, 1.50565], [1.81713, 6.90254, 2.89722], [0.30570, 6.44982, 2.24805], [0.25073, 3.18050, 2.89091]],
  "atomic_forces_ev_per_a": [[1.44, 1.60, 1.37], [1.80, -1.04, 1.10], [-1.13, -0.65, 0.30], [-1.13, -0.09, -0.30], [0.27, 0.83, 0.85], [1.46, 0.59, 0.92], [-0.42, 0.57, -0.91], [-0.67, -1.07, -0.42], [-0.59, -0.57, 0.00], [-0.17, 0.35, -0.67], [0.35, 0.73, -0.25], [0.16, 0.15, -0.02], [0.31, -0.62, 0.01], [0.19, -0.43, -1.25], [-0.71, 0.03, -0.06], [-0.35, -0.54, -0.08], [-0.80, 0.06, -0.57], [0.35, -0.11, 0.00], [-0.85, 0.02, -0.31], [0.23, 1.06, -0.06], [-1.93, -0.12, -1.67], [1.05, 0.92, 0.64], [0.93, 1.86, -0.88], [0.06, -0.17, -0.07], [-0.15, 0.27, -0.06], [0.14, -0.31, -0.14], [0.27, -0.08, 0.41], [-0.35, 0.08, 0.15], [1.58, -0.58, 0.83], [-1.22, 0.15, 0.40], [0.19, -0.34, -0.64], [0.51, -0.85, 0.17], [-1.05, -1.06, 0.06], [0.17, -0.72, 1.08], [1.14, -0.49, 0.71], [-0.82, 0.19, -0.46], [0.62, -0.57, -0.02], [1.06, -0.23, -0.65], [-0.65, -1.56, 0.50], [0.30, -0.31, -0.14], [0.19, -0.09, -0.66], [-0.38, 0.22, 0.49], [-0.19, 0.35, -0.21], [-0.74, 0.16, 0.67], [0.49, 0.44, -0.40], [-0.46, -0.09, 0.33], [-0.76, 0.90, -0.21], [0.91, 0.31, 0.23], [-0.05, 0.34, -0.27], [0.07, -0.02, -0.01], [-0.63, 0.63, -0.07], [-0.44, -0.74, -1.01], [0.31, -0.04, 0.85], [1.20, 0.37, 1.03], [-0.91, 0.24, 0.31], [-1.29, -0.16, -0.98], [-0.36, 0.72, 0.95], [0.12, 0.27, -0.16], [0.00, 0.22, 0.50], [0.18, 0.14, 0.38], [-0.01, -0.25, -1.02], [-0.76, 0.39, 0.15], [0.32, -0.12, -0.11], [0.08, 0.01, 0.11], [0.51, -0.25, 0.34], [0.30, -0.07, -0.25], [0.04, -0.21, -0.70], [0.71, -0.31, -0.13], [-0.46, 1.32, 0.83], [0.48, 0.20, 0.04], [-0.33, -1.55, 0.42], [-0.53, 0.91, 0.14], [0.19, 0.55, -1.60], [-0.08, -0.15, 0.67], [-0.48, -0.80, -0.52], [-0.41, 0.32, 0.01], [0.80, -0.22, -0.25], [0.94, 0.57, 0.03], [0.04, -0.18, 0.72], [-0.02, -0.07, -0.24], [-0.50, 0.34, -0.19], [-0.25, -0.32, -0.07], [0.87, -0.32, 1.01], [0.08, -1.13, -0.62], [-0.16, 0.83, -0.44], [0.66, 0.06, -0.57], [0.28, -0.85, -0.69], [-0.03, 0.05, 0.74], [0.26, 0.50, 0.21], [-1.40, 0.06, -0.28], [-0.02, -1.04, -0.85], [-0.53, 0.00, 0.43], [0.36, -0.15, 0.07], [-0.12, 0.07, -0.13], [-0.52, -0.08, 0.28], [-0.68, 0.80, -0.40], [0.35, -1.21, 0.90], [0.75, 0.43, 0.64], [0.17, -0.11, -0.33], [0.41, 0.88, -0.32], [-0.82, 0.51, -0.42], [0.77, 0.01, 0.73], [1.27, -2.12, -0.66], [-0.39, -0.09, -0.47], [0.19, -0.11, 1.32], [-0.61, 0.16, 0.12], [1.03, 1.81, -0.56], [0.32, 0.01, 1.97], [-0.92, 0.35, -0.76], [-0.93, 0.71, 0.88], [0.81, 1.33, 0.59], [0.41, 0.76, -0.27], [0.26, -0.12, -1.10], [-0.35, -0.87, 0.17], [0.08, -1.07, 0.26], [-0.05, -0.27, -0.08], [-0.80, -0.53, 0.44], [-0.79, 0.10, -0.94], [0.54, -0.18, -0.90], [0.81, -0.83, 0.68], [-0.80, -0.28, 0.24], [1.22, -0.52, -0.08], [1.31, -0.21, -0.67], [-0.21, 0.19, -0.51], [0.18, 0.51, 0.04], [-0.59, 0.35, 0.06], [-0.59, -0.49, 0.27], [-0.22, 0.43, -0.28], [-0.30, 0.25, -0.65], [-0.33, 0.41, 0.69], [-0.55, 0.40, 0.13], [0.66, -0.14, -0.02], [0.46, -0.80, 0.17], [-0.58, 1.48, 0.21], [-0.27, 1.18, 0.01], [0.35, -0.29, 0.12], [-0.28, 0.47, -0.26], [-0.26, -0.08, -0.56], [-0.78, -0.05, 0.97], [-0.01, 0.05, -0.19], [-0.52, -0.13, -0.22], [0.25, -0.17, -0.23], [0.98, -1.73, 0.05], [0.48, -0.07, 1.10], [1.53, 0.56, -0.46], [-0.83, 0.76, 0.14], [-0.08, 0.02, 0.76], [-0.38, -0.06, 0.36], [0.27, -0.18, -0.68], [-0.59, 0.41, -0.53], [0.45, -0.75, -0.02], [-0.06, 0.55, 0.44], [-0.66, -0.06, -0.83], [0.06, -0.42, 0.42], [-0.19, -0.95, -0.68], [-0.04, 0.85, -1.37], [-1.96, -1.36, 2.86], [0.71, 1.40, 0.33], [-0.62, -1.04, 1.42], [0.97, 0.12, -0.49], [-0.65, -1.22, 0.59], [-0.09, 0.47, 0.22], [0.91, -0.23, -0.81], [0.14, 0.10, -0.99], [0.21, -0.17, 0.22], [-0.48, 0.08, -0.76], [0.85, 0.72, -1.20]],
  "mulliken_charge": [-1.1412, -0.0064, -0.7902, 0.1982, -0.8769, -0.7181, 0.1834, 0.5176, 0.3469, 0.3925, 0.4387, 0.3945, 0.3331, 0.2837, -0.0356, 0.2653, 0.2536, -0.2717, -0.5279, 0.2696, 0.2537, -1.4205, -0.6322, 0.1296, -0.1399, 0.4460, -0.6988, 0.5952, 0.3210, 0.3711, 0.3039, 0.3023, 0.2486, 0.2738, -0.9616, -0.0445, -1.4252, 2.0914, -1.4883, -0.3701, 0.3565, 0.3326, 0.2247, 0.4510, 0.4032, -0.5305, 0.8577, -0.2043, 0.0510, -0.5488, 0.3359, -0.3042, -0.1506, -0.5487, 0.1097, 0.5590, -0.6450, -0.3400, 0.3807, 0.2377, 0.5162, 0.0518, 0.3602, -0.0263, -0.2846, -0.4349, 0.2853, 0.1811, -0.3133, -0.6012, 1.7422, -0.1151, -1.4373, -0.3309, 0.3132, 0.0597, 0.0690, -0.2702, -0.6802, 0.1969, -0.0573, 0.3607, 0.5658, 0.3340, 0.3181, -0.6856, 0.2068, -1.4580, 2.5347, -0.9284, -0.6963, -0.0392, 0.3753, 0.2609, 0.4926, 0.3383, -1.1935, 0.1999, -0.1624, 0.3779, 0.2960, 0.3118, -0.8104, 1.5236, 0.1069, 1.0211, -1.5393, 1.2045, 0.3737, -0.0969, 0.1936, -0.1122, -0.1692, -1.0317, 0.5505, 0.3660, -0.2782, -0.6229, -0.3574, -1.6257, 1.5641, -1.7029, -0.1382, 0.3592, 0.2895, 0.4051, -0.2189, 0.4231, 0.3571, 0.3617, -0.0606, -0.3028, 1.7321, -1.5424, -0.6969, -0.3038, 0.1790, 0.2958, -0.6211, 0.3607, 0.1379, 0.4497, 0.2832, -1.3705, 1.7872, -1.3313, -0.6588, 0.2036, 0.2566, 0.4815, -0.6178, 0.3964, 0.2743, 0.2217, 0.3296, -1.2117, 0.7962, -1.3394, -0.1043, 0.0917, 0.3366, 0.4281, 0.2208, 0.1725, 0.4004, 0.3502, -0.1462]
}

=====

{
  "formula": "C21H20PPdSe3Te",
  "method": "ωB97M-V with the def2-TZVPD basis set",
  "de_lowest_ev": 0.975,
  "charge": -1,
  "homo_lumo_gap_ev": 5.35,
  "species": ["Pd", "Se", "Se", "Te", "Se", "C", "C", "C", "C", "C", "C", "C", "P", "C", "C", "C", "C", "C", "C", "C", "C", "C", "C", "C", "C", "C", "C", "H", "H", "H", "H", "H", "H", "H", "H", "H", "H", "H", "H", "H", "H", "H", "H", "H", "H", "H", "H"],
  "positions_angstrom": [[-0.05193, -0.51918, -0.20974], [-2.40224, -2.20815, 0.04701], [-1.26454, -2.22932, -1.98883], [1.41682, -2.35206, -1.46338], [1.88614, 0.09105, -1.64522], [1.59694, 0.94352, 5.15252], [0.53776, -0.11550, 5.11104], [0.20414, -0.75329, 6.29946], [-0.79294, -1.71155, 6.36359], [-1.49122, -2.05095, 5.21482], [-1.15946, -1.43452, 4.02068], [-0.14823, -0.47368, 3.94788], [0.09722, 0.13459, 2.22781], [1.91435, 0.43423, 2.21345], [2.61266, -0.74213, 2.51854], [3.99355, -0.79303, 2.53767], [4.71413, 0.34687, 2.21804], [4.03442, 1.50109, 1.87126], [2.64063, 1.57528, 1.85389], [2.02427, 2.86431, 1.39388], [-0.78140, 1.70990, 2.17600], [-1.08449, 2.48375, 3.29081], [-1.68810, 3.71508, 3.14029], [-1.99457, 4.17500, 1.86504], [-1.74466, 3.38566, 0.76239], [-1.16403, 2.12054, 0.89495], [-1.02258, 1.25437, -0.30586], [1.69345, 1.32581, 6.16909], [1.36626, 1.77755, 4.49206], [2.56552, 0.55507, 4.83613], [0.73473, -0.47786, 7.20450], [-1.02371, -2.18538, 7.30951], [-2.27598, -2.79543, 5.23748], [-1.67228, -1.71639, 3.10579], [2.05061, -1.64727, 2.74265], [4.49507, -1.71989, 2.78206], [5.79568, 0.33270, 2.21261], [4.59754, 2.38109, 1.59045], [2.79523, 3.62808, 1.30933], [1.25052, 3.23519, 2.06689], [1.56252, 2.73765, 0.41196], [-0.82742, 2.12103, 4.27919], [-1.91182, 4.32085, 4.00905], [-2.45215, 5.14860, 1.73485], [-2.01802, 3.73202, -0.22640], [-0.61322, 1.82767, -1.14941], [-2.02295, 0.87429, -0.58391]],
  "atomic_forces_ev_per_a": [[-0.18, 0.36, 0.99], [0.26, 0.37, -0.32], [0.34, -0.66, -0.19], [-0.45, -0.09, -0.04], [-0.15, 0.05, -0.13], [0.15, 0.17, 0.04], [0.00, 0.13, 0.06], [-0.02, -0.07, 0.20], [-0.07, -0.07, -0.02], [0.01, 0.01, 0.05], [0.00, -0.11, -0.07], [-0.35, -0.02, -0.28], [0.62, -0.47, -0.25], [0.04, -0.17, 0.06], [-0.06, -0.02, -0.01], [-0.07, 0.00, -0.03], [-0.01, 0.04, -0.02], [-0.02, -0.08, 0.06], [0.10, -0.12, -0.02], [-0.17, 0.08, 0.04], [-0.07, -0.03, -0.17], [0.09, -0.01, 0.11], [-0.06, 0.14, 0.13], [-0.07, 0.17, 0.05], [0.03, -0.12, -0.04], [-0.06, 0.19, 0.28], [-0.14, 0.01, -0.65], [0.03, 0.03, 0.02], [0.01, 0.02, -0.01], [0.04, 0.00, 0.02], [0.01, 0.01, 0.00], [-0.01, -0.02, 0.01], [-0.01, -0.01, 0.03], [0.01, 0.00, 0.01], [0.04, 0.12, -0.02], [0.03, -0.02, 0.01], [0.05, 0.00, 0.01], [0.04, 0.08, -0.02], [0.03, 0.05, -0.04], [0.04, -0.02, 0.00], [-0.03, -0.03, -0.01], [-0.04, 0.02, 0.00], [-0.01, 0.02, 0.02], [0.00, 0.01, 0.02], [-0.01, 0.01, -0.05], [-0.20, -0.08, 0.18], [0.28, 0.14, 0.01]],
  "nbo_charge": [0.3989, -0.5386, -0.1779, 0.1327, -0.5268, -0.6378, -0.0326, -0.1652, -0.2268, -0.2258, -0.1867, -0.3273, 0.8859, -0.2955, -0.2307, -0.1760, -0.2381, -0.2009, -0.0214, -0.6339, -0.4175, -0.1904, -0.2470, -0.1931, -0.2524, 0.1190, -0.6449, 0.2048, 0.2239, 0.2364, 0.1900, 0.2021, 0.2106, 0.2404, 0.2210, 0.1988, 0.2017, 0.1977, 0.2032, 0.2240, 0.2334, 0.2140, 0.2037, 0.2013, 0.2078, 0.2057, 0.2304]
}